Entry 1:
66
Properties=species:S:1:pos:R:3:nbo_charge:R:1 method="wB97M-V/def2-TZVPD" total_charge=+1 homo_lumo_gap_ev=8.75 fmax_ev_per_a=1.0 lumo_ev=-2.45 homo_ev=-11.20
Pt -0.14 -0.74 -0.25 0.8263
C 4.63 2.54 1.49 -0.5892
C 3.24 2.98 1.04 -0.2559
C 3.11 2.92 -0.49 -0.6127
C 2.15 2.25 1.79 0.1492
C 2.03 2.20 3.19 -0.3526
C 0.80 1.64 3.40 -0.0008
N 0.24 1.34 2.21 -0.3605
N 1.08 1.72 1.20 -0.3626
B -1.25 0.98 2.03 0.5393
N -1.58 -0.55 2.14 -0.3011
C -2.27 -1.17 3.10 0.0313
C -2.61 -2.43 2.67 -0.3359
C -2.12 -2.53 1.37 0.1914
N -1.52 -1.38 1.06 -0.3225
C -2.40 -3.66 0.42 -0.2625
C -1.55 -4.90 0.71 -0.5883
C -2.39 -3.27 -1.05 -0.6008
N -1.79 1.43 0.67 -0.3115
C -2.67 2.40 0.41 0.0380
C -2.90 2.45 -0.94 -0.3392
C -2.10 1.44 -1.49 0.2033
N -1.44 0.83 -0.50 -0.3146
C -2.01 1.15 -2.97 -0.2605
C -1.27 -0.13 -3.34 -0.5852
C -1.38 2.35 -3.69 -0.5880
H 5.40 3.09 0.96 0.2161
H 4.78 1.48 1.30 0.1925
H 4.77 2.70 2.56 0.2182
H 3.12 4.03 1.32 0.2208
H 3.70 2.10 -0.90 0.1849
H 3.52 3.83 -0.93 0.2313
H 2.07 2.83 -0.80 0.2143
H 2.72 2.56 3.93 0.2334
H 0.28 1.45 4.32 0.2198
H -1.86 1.50 2.93 -0.0262
H -2.48 -0.66 4.02 0.2374
H -3.19 -3.17 3.20 0.2436
H -3.43 -3.94 0.66 0.2298
H -0.51 -4.77 0.38 0.1759
H -1.94 -5.76 0.16 0.2267
H -1.54 -5.14 1.77 0.2242
H -1.42 -2.90 -1.37 0.1865
H -3.12 -2.49 -1.25 0.2246
H -2.63 -4.14 -1.66 0.2260
H -3.08 2.99 1.22 0.2384
H -3.55 3.12 -1.47 0.2420
H -3.04 1.04 -3.32 0.2275
H -0.22 -0.07 -3.05 0.1664
H -1.31 -0.28 -4.42 0.2276
H -1.71 -1.01 -2.86 0.2188
H -0.35 2.50 -3.35 0.1964
H -1.93 3.26 -3.49 0.2236
H -1.36 2.18 -4.76 0.2188
N 1.49 -0.02 -1.31 -0.7993
C 2.54 -1.05 -1.46 -0.2411
C 2.52 -1.88 -0.20 -0.2404
N 1.12 -2.33 -0.02 -0.7666
H 1.29 0.43 -2.21 0.4075
H 1.82 0.73 -0.70 0.4509
H 3.52 -0.61 -1.62 0.2280
H 2.30 -1.67 -2.33 0.2098
H 2.78 -1.27 0.67 0.2288
H 3.21 -2.72 -0.26 0.2235
H 0.96 -2.79 0.89 0.4216
H 0.90 -3.02 -0.74 0.4034

Entry 2:
65
Properties=species:S:1:pos:R:3:lowdin_charge:R:1 method="wB97M-V/def2-TZVPD" homo_lumo_gap_ev="7.77 / 7.77" fmax_ev_per_a=0.4 lumo_ev="0.40 / 0.40" homo_ev="-7.38 / -7.38"
Bi -0.08 1.02 -1.26 1.3342
C -0.71 2.52 4.10 -0.5398
C 0.77 2.18 3.99 -0.5221
S 0.97 0.75 2.88 0.7991
C 2.23 -0.25 3.74 -0.5203
C 2.00 -1.73 3.39 -0.5273
S 1.69 -1.97 1.61 0.8310
C 0.15 -2.94 1.59 -0.5221
C -1.07 -2.33 2.27 -0.5298
S -1.84 -0.94 1.38 0.7858
C -2.41 -0.04 2.86 -0.5530
C -2.84 1.40 2.61 -0.5331
S -1.51 2.63 2.46 0.8110
H -0.84 3.48 4.60 0.0662
H -1.24 1.76 4.68 0.0703
H 1.20 1.94 4.96 0.0721
H 1.32 3.02 3.57 0.0679
H 2.12 -0.10 4.81 0.0715
H 3.23 0.07 3.44 0.0713
H 1.14 -2.11 3.94 0.0660
H 2.87 -2.32 3.67 0.0673
H 0.36 -3.92 2.03 0.0763
H -0.03 -3.10 0.52 0.0575
H -0.81 -1.96 3.27 0.0487
H -1.82 -3.11 2.39 0.0760
H -1.59 -0.07 3.57 0.0233
H -3.26 -0.59 3.27 0.0797
H -3.50 1.72 3.42 0.0769
H -3.39 1.51 1.67 0.0478
C -4.33 0.32 -1.79 -0.0774
N -4.43 1.64 -2.38 0.0070
C -3.97 2.76 -1.75 -0.6434
N -4.27 3.95 -2.38 0.1465
O -3.35 2.74 -0.69 -0.0078
H -5.29 -0.01 -1.38 0.0824
H -3.60 0.35 -0.99 0.0422
H -3.98 -0.40 -2.53 0.0766
H -4.98 1.75 -3.21 0.1274
H -4.43 3.95 -3.38 0.0882
H -3.77 4.74 -2.02 0.0989
C -1.01 1.24 -3.09 -0.4197
H -1.62 2.11 -3.31 -0.0823
H -0.97 0.49 -3.87 -0.0571
C 5.17 0.56 -2.00 -0.1150
N 4.00 -0.11 -2.52 -0.2653
C 3.31 0.72 -3.50 -0.1004
C 3.12 -0.52 -1.44 -0.2304
C 1.99 -1.42 -1.90 -0.2963
C 2.34 -2.70 -2.33 -0.0454
C 1.37 -3.60 -2.75 -0.0890
C 0.03 -3.23 -2.74 -0.1021
C -0.32 -1.95 -2.31 -0.1681
C 0.65 -1.03 -1.89 -0.3855
H 5.81 0.87 -2.82 0.0799
H 5.73 -0.12 -1.36 0.0814
H 4.92 1.46 -1.41 0.0872
H 4.01 0.99 -4.30 0.0814
H 2.92 1.65 -3.06 0.0768
H 2.48 0.18 -3.94 0.0816
H 2.71 0.35 -0.89 0.0765
H 3.73 -1.08 -0.73 0.1088
H 3.38 -2.98 -2.34 0.1161
H 1.66 -4.59 -3.09 0.0986
H -0.73 -3.92 -3.06 0.0978
H -1.37 -1.67 -2.30 0.0775

Entry 3:
90
Properties=species:S:1:pos:R:3:lowdin_charge:R:1 method="wB97M-V/def2-TZVPD" homo_lumo_gap_ev=9.28 fmax_ev_per_a=0.9 lumo_ev=-0.20 homo_ev=-9.48
C 0.21 0.97 1.19 0.0405
C 0.62 -0.27 0.49 -0.5201
O -0.12 -1.19 0.23 0.0790
O 1.93 -0.30 0.16 -0.0521
C 2.26 -0.93 -1.10 -0.1609
C 2.76 0.07 -2.15 -0.1342
C 2.46 1.54 -1.84 -0.1880
O 2.42 2.26 -3.08 -0.1951
P 1.19 3.17 -3.52 0.3623
O 1.56 4.23 -4.45 -0.2120
O 0.52 3.67 -2.17 -0.1819
C 0.52 5.12 -2.00 -0.2139
C -0.19 5.49 -0.73 -0.2811
N 0.46 4.99 0.49 0.0192
O 0.13 2.16 -4.15 -0.1616
C -0.36 0.95 -3.55 -0.1616
C -1.80 1.00 -3.10 -0.2208
O -1.91 1.64 -1.83 -0.2150
Si -3.30 1.39 -0.94 0.3879
C -4.79 1.73 -2.01 -0.1528
C -3.22 2.56 0.51 -0.1368
C -3.38 -0.35 -0.29 -0.1468
H 1.08 1.48 1.63 0.0822
H -0.23 1.64 0.44 0.0756
H -0.52 0.74 1.96 0.0914
H 3.01 -1.70 -0.88 0.0637
H 1.38 -1.47 -1.46 0.1211
H 3.83 -0.04 -2.30 0.0986
H 2.27 -0.18 -3.09 0.0828
H 1.52 1.66 -1.30 0.0951
H 3.27 1.96 -1.24 0.1380
H 1.56 5.46 -2.00 0.1334
H -0.01 5.55 -2.84 0.0731
H -1.21 5.11 -0.80 0.0900
H -0.27 6.58 -0.70 0.0697
H 1.19 4.33 0.27 0.0549
H -0.21 4.53 1.09 0.0534
H 0.25 0.63 -2.70 0.1029
H -0.26 0.20 -4.34 0.1319
H -2.13 -0.04 -3.00 0.1219
H -2.43 1.49 -3.85 0.1312
H -4.94 0.96 -2.77 0.0363
H -5.69 1.79 -1.40 0.0378
H -4.67 2.69 -2.52 0.0291
H -2.23 2.50 0.97 0.0108
H -3.97 2.31 1.25 0.0404
H -3.36 3.59 0.19 0.0296
H -3.32 -1.12 -1.07 0.0349
H -2.59 -0.54 0.44 0.0141
H -4.34 -0.48 0.21 0.0392
C 4.37 -0.53 -6.48 -1.6394
Br 5.42 -1.09 -4.97 0.5797
Br 3.74 -2.04 -7.48 0.5709
Br 2.94 0.65 -5.98 0.6551
H 5.03 0.03 -7.13 -0.0309
C 4.19 -1.05 2.55 -1.6465
Br 5.81 -1.32 1.54 0.5787
Br 3.98 -2.35 3.94 0.5639
Br 4.06 0.75 3.22 0.5996
H 3.37 -1.19 1.86 -0.0866
C -2.82 7.95 -3.49 -1.6347
Br -1.08 8.43 -2.83 0.6303
Br -3.20 6.10 -3.17 0.5914
Br -4.19 9.10 -2.79 0.5833
H -2.80 8.08 -4.56 -0.0286
C 0.96 -4.03 1.06 -1.5796
Br 0.67 -3.57 2.91 0.5846
Br 2.83 -3.98 0.63 0.6467
Br 0.17 -5.72 0.60 0.6032
H 0.48 -3.26 0.48 -0.0591
C 6.40 -5.18 4.74 -1.6703
Br 7.20 -6.34 6.04 0.5824
Br 7.73 -4.26 3.69 0.5640
Br 5.16 -6.13 3.62 0.5489
H 5.84 -4.43 5.27 -0.0619
C -1.77 -1.59 4.85 -1.6654
Br -0.12 -1.36 5.82 0.5631
Br -2.76 -3.11 5.50 0.5483
Br -2.83 0.01 4.87 0.5742
H -1.52 -1.80 3.82 -0.0783
C -0.82 -7.19 4.51 -1.6481
Br -1.18 -6.57 6.29 0.5472
Br 1.06 -7.26 4.13 0.5464
Br -1.67 -8.87 4.14 0.5631
H -1.25 -6.46 3.83 -0.0533
C -5.78 -6.04 4.47 -1.6302
Br -6.32 -4.43 5.38 0.5616
Br -4.65 -5.66 2.96 0.5585
Br -4.93 -7.27 5.68 0.5605
H -6.67 -6.52 4.10 -0.0298

Entry 4:
72
Properties=species:S:1:pos:R:3:lowdin_charge:R:1 method="wB97M-V/def2-TZVPD" total_charge=+1 homo_lumo_gap_ev=8.55 fmax_ev_per_a=3.7 lumo_ev=-3.32 homo_ev=-11.87
C -0.07 3.19 4.08 -0.0876
C 0.82 2.06 3.51 -0.2228
C 0.90 2.06 1.96 -0.1631
C 0.88 0.68 1.27 -0.1212
C -0.45 0.12 0.69 -0.2715
C -1.57 0.52 1.65 -0.1046
C -2.19 1.90 1.72 -0.2062
O -2.66 2.54 0.82 0.0670
C -0.30 -1.46 0.63 -0.4920
I -2.23 -2.57 0.59 1.2322
C 0.26 -2.20 1.91 -0.3740
C -0.45 -2.08 3.26 -0.7180
C 0.48 -1.49 4.34 -0.1217
Cl -0.86 -3.74 3.87 0.6217
C 0.61 -1.78 -0.58 -0.4588
N 2.01 -1.36 -0.36 -0.0006
C 0.72 -3.30 -0.95 -0.5551
I 2.13 -4.45 0.35 1.0780
C 1.23 -3.78 -2.33 -0.4382
C 1.01 -5.30 -2.51 -0.1409
N 0.18 -0.68 -1.62 -0.2768
P 1.69 0.20 -2.49 0.6882
O 0.87 0.98 -3.64 -0.4263
Br 2.83 -1.25 -3.78 0.4360
P -0.64 -1.45 -3.16 0.6269
O -1.68 -2.48 -2.48 -0.3875
Br -2.00 -0.05 -4.20 0.5528
C -0.62 0.39 -0.89 -0.3285
C -0.28 1.87 -1.09 -0.0726
C -0.86 2.76 -2.22 -0.3800
O -1.95 3.52 -1.78 -0.0229
C 0.25 3.76 -2.62 -0.2460
N -0.07 4.48 -3.85 0.0302
O -1.95 -0.07 -1.18 -0.1427
C -3.00 0.69 -1.28 -0.3751
N -3.90 1.42 -1.49 0.2403
H 0.41 3.60 4.96 0.0725
H -0.27 3.97 3.36 0.0749
H -1.00 2.75 4.44 0.0592
H 0.47 1.11 3.90 0.0630
H 1.81 2.23 3.90 0.1056
H 1.88 2.48 1.76 0.1186
H 0.20 2.81 1.60 0.0931
H 1.60 0.76 0.46 0.0885
H 1.35 -0.01 1.96 0.0985
H -2.43 -0.15 1.67 0.0659
H -1.14 0.37 2.64 0.1036
H -2.29 2.33 2.74 0.1207
H 0.15 -3.24 1.66 -0.0474
H 1.33 -2.04 2.05 0.0732
H -1.38 -1.55 3.30 0.0523
H 0.97 -2.28 4.91 0.0645
H -0.12 -0.94 5.06 0.0850
H 1.23 -0.83 3.93 0.0555
H 2.26 -1.35 0.61 0.0639
H 2.66 -1.91 -0.91 0.0284
H -0.18 -3.87 -0.76 0.0045
H 0.80 -3.32 -3.21 0.0057
H 2.31 -3.65 -2.40 0.0279
H 0.59 -5.47 -3.50 0.0762
H 0.30 -5.71 -1.81 0.0654
H 1.95 -5.85 -2.51 0.0633
H 1.44 1.15 -4.41 0.0774
H -1.78 -3.21 -3.10 0.0881
H -0.68 2.37 -0.21 0.1043
H 0.78 2.08 -1.00 0.0931
H -1.12 2.25 -3.14 0.0603
H -1.64 4.38 -1.49 0.0973
H 1.19 3.24 -2.77 0.0851
H 0.42 4.46 -1.81 0.1299
H -0.43 5.40 -3.65 0.0716
H -0.80 4.00 -4.36 0.0722

Entry 5:
63
Properties=species:S:1:pos:R:3:lowdin_spin:R:1 method="wB97M-V/def2-TZVPD" homo_lumo_gap_ev="7.25 / 7.26" fmax_ev_per_a=2.2 lumo_ev="0.46 / 0.47" homo_ev="-6.79 / -6.79" multiplicity=4
C -1.05 2.65 -2.88 -0.0001
C -1.09 1.57 -1.96 0.0074
N 0.10 1.12 -1.40 0.0036
C 1.25 1.79 -1.64 0.0062
C 1.31 2.85 -2.54 0.0002
C 0.15 3.28 -3.17 0.0053
C -2.30 0.92 -1.62 0.0074
P -2.29 -0.26 -0.30 0.0106
Cr 0.02 -0.33 0.05 2.7888
P 2.32 -0.25 -0.12 0.0178
C 2.49 1.43 -0.85 0.0058
C -0.15 -2.02 1.37 -0.0387
C -0.57 -1.76 2.67 0.0125
C -0.54 -2.77 3.65 -0.0034
C -0.13 -4.06 3.30 0.0160
C 0.28 -4.34 1.99 -0.0052
C 0.27 -3.31 1.03 0.0081
O -1.59 -0.92 -3.95 0.0003
O 1.01 -1.32 -3.50 -0.0016
H -1.99 2.96 -3.31 0.0000
H 2.28 3.30 -2.72 0.0002
H 0.18 4.10 -3.88 0.0003
C -3.24 0.41 1.10 0.0058
C -3.23 -1.70 -0.87 -0.0042
H 3.37 1.42 -1.51 0.0008
H 2.67 2.17 -0.05 0.0003
H -2.06 -0.35 -3.32 0.0003
H -3.23 1.28 -2.07 -0.0002
C 3.23 -0.21 1.44 0.0057
C 3.25 -1.30 -1.23 -0.0063
H -0.90 -0.75 2.94 0.0000
H -0.83 -2.54 4.68 -0.0005
H -0.11 -4.85 4.05 0.0010
H 0.61 -5.35 1.71 -0.0010
H 0.61 -3.52 0.01 -0.0001
H -0.26 -1.68 -1.06 0.0064
H 1.18 -2.21 -3.84 0.0000
H 0.07 -1.12 -3.73 -0.0001
H -1.91 -0.61 -4.83 0.0000
H 0.42 -1.29 -1.38 0.0033
H -4.27 0.60 0.77 0.0003
H -3.24 -0.33 1.91 0.0001
H -2.78 1.34 1.45 -0.0002
H -4.28 -1.42 -1.00 -0.0015
H -2.81 -2.06 -1.82 -0.0001
H -3.14 -2.49 -0.11 -0.0002
H 4.29 -0.93 -1.27 -0.0015
H 3.22 -2.31 -0.81 0.0000
H 2.77 -1.28 -2.22 -0.0002
H 4.29 0.04 1.25 0.0005
H 2.77 0.51 2.13 0.0000
H 3.15 -1.22 1.87 -0.0002
C -0.44 3.18 1.32 0.0038
C 0.41 2.12 2.04 0.0111
C 0.23 2.09 3.56 -0.0009
O 0.11 0.85 1.55 0.1321
H -1.50 2.94 1.46 0.0000
H -0.19 3.19 0.26 0.0001
H -0.26 4.18 1.72 0.0005
H 1.48 2.34 1.86 0.0040
H -0.79 1.77 3.80 0.0000
H 0.95 1.40 4.01 0.0001
H 0.40 3.07 4.01 -0.0005

Entry 6:
63
Properties=species:S:1:pos:R:3:lowdin_spin:R:1 method="wB97M-V/def2-TZVPD" total_charge=+1 homo_lumo_gap_ev="6.79 / 6.54" fmax_ev_per_a=3.9 lumo_ev="-3.57 / -3.78" homo_ev="-10.36 / -10.31" multiplicity=3
C -2.11 -3.46 0.15 -0.0017
C -1.18 -2.50 -0.23 0.0136
N -1.32 -1.20 0.13 0.0104
C -2.37 -0.84 0.89 0.0086
C -3.27 -1.78 1.37 -0.0018
C -3.16 -3.11 0.98 0.0107
C 0.15 -2.97 -0.75 0.0017
P 1.27 -1.57 -1.16 0.0691
Mo 0.21 0.28 -0.21 1.7429
P -1.69 1.93 0.33 0.0313
C -2.45 0.58 1.34 -0.0026
C 1.81 1.38 -1.14 -0.0102
C 2.84 1.65 -0.22 -0.0011
C 3.68 2.75 -0.46 0.0007
C 3.47 3.60 -1.55 -0.0031
C 2.39 3.36 -2.41 0.0026
C 1.55 2.25 -2.23 0.0067
O -2.14 -3.54 -5.69 0.0000
O -3.42 0.36 -2.96 0.0045
H -1.96 -4.49 -0.19 -0.0003
H -4.05 -1.45 2.05 -0.0004
H -3.85 -3.86 1.34 0.0006
C 2.57 -2.08 0.01 0.0322
C 1.89 -1.81 -2.84 0.0065
H -3.50 0.88 1.45 -0.0006
H -2.02 0.66 2.35 0.0003
H 0.05 -3.62 -1.61 0.0003
H 0.66 -3.59 0.00 -0.0002
C -1.27 3.24 1.50 0.0161
C -3.01 2.42 -0.76 0.0050
H 2.96 1.02 0.67 0.0030
H 4.50 2.97 0.23 -0.0002
H 4.13 4.46 -1.72 -0.0001
H 2.19 4.06 -3.23 0.0001
H 0.70 2.05 -2.88 0.0071
H -3.89 -0.48 -2.97 0.0001
H -2.51 0.15 -3.13 0.0039
H -1.22 -3.36 -5.47 0.0000
H -2.46 -3.92 -4.85 0.0000
H -0.36 2.08 -0.47 0.0030
H 2.85 -3.12 -0.21 0.0050
H 3.45 -1.43 -0.07 0.0005
H 2.16 -2.02 1.02 0.0014
H 2.57 -2.67 -2.91 0.0004
H 1.06 -1.94 -3.54 0.0006
H 2.44 -0.91 -3.15 0.0005
H -3.89 2.68 -0.17 -0.0004
H -2.68 3.29 -1.33 0.0004
H -3.28 1.61 -1.46 0.0002
H -2.18 3.74 1.83 0.0032
H -0.69 2.81 2.33 0.0005
H -0.63 3.94 0.96 0.0004
C 0.42 0.62 4.47 0.0001
C 1.15 0.26 3.17 0.0006
C 2.49 -0.44 3.43 -0.0001
O 0.33 -0.50 2.39 0.0275
H 0.09 -0.30 4.98 0.0002
H -0.46 1.24 4.28 0.0000
H 1.09 1.17 5.13 0.0000
H 1.41 1.26 2.71 0.0000
H 2.30 -1.45 3.81 0.0002
H 3.06 -0.50 2.51 0.0000
H 3.07 0.14 4.16 0.0000

Entry 7:
62
Properties=species:S:1:pos:R:3:nbo_charge:R:1 method="wB97M-V/def2-TZVPD" homo_lumo_gap_ev=10.05 fmax_ev_per_a=0.6 lumo_ev=0.71 homo_ev=-9.34 smiles="COC(=O)[C@H](NC(=O)[C@@H](CC(C)C)NC(=O)[C@H]1CC[C@@H](C)CC1)C(C)C"
C -6.29 -0.96 -0.80 -0.2651
H -5.91 -1.95 -1.07 0.1944
H -7.04 -0.64 -1.52 0.1997
H -6.71 -1.01 0.20 0.1974
O -5.24 0.00 -0.86 -0.4978
C -4.29 -0.11 0.07 0.8038
O -4.26 -0.96 0.92 -0.6110
C -3.23 0.97 -0.07 -0.1627
N -1.95 0.39 0.29 -0.6084
C -0.95 0.22 -0.60 0.6919
O -0.98 0.65 -1.73 -0.6445
C 0.26 -0.54 -0.05 -0.1447
N 1.44 0.02 -0.67 -0.6197
C 2.43 0.60 0.06 0.6955
O 2.43 0.59 1.27 -0.6423
C 3.51 1.25 -0.81 -0.3052
C 4.51 2.04 0.02 -0.3909
C 5.39 1.13 0.87 -0.4076
C 6.11 0.08 0.02 -0.2132
C 6.97 -0.83 0.89 -0.5963
H 7.72 -0.25 1.43 0.2063
H 6.36 -1.35 1.62 0.2031
H 7.49 -1.56 0.28 0.2033
C 5.08 -0.72 -0.76 -0.4023
C 4.24 0.19 -1.65 -0.3857
H 3.52 -0.41 -2.22 0.2062
H 4.89 0.70 -2.36 0.2027
H 5.57 -1.48 -1.37 0.2069
H 4.42 -1.24 -0.05 0.2002
H 6.76 0.60 -0.70 0.1858
H 4.77 0.62 1.61 0.2267
H 6.13 1.74 1.41 0.2030
H 3.97 2.73 0.68 0.2204
H 5.14 2.63 -0.65 0.1981
H 2.99 1.94 -1.49 0.2217
H 1.36 0.20 -1.66 0.4134
C 0.14 -2.03 -0.40 -0.3813
H -0.03 -2.10 -1.48 0.2090
H 1.09 -2.51 -0.17 0.2123
C -0.99 -2.77 0.33 -0.2318
C -1.17 -4.16 -0.29 -0.5962
H -1.42 -4.08 -1.35 0.2065
H -1.97 -4.70 0.21 0.2092
H -0.25 -4.74 -0.21 0.2005
C -0.69 -2.91 1.82 -0.6060
H -1.52 -3.42 2.32 0.2144
H -0.56 -1.95 2.30 0.1989
H 0.21 -3.50 1.97 0.2054
H -1.93 -2.22 0.20 0.2056
H 0.37 -0.39 1.03 0.2403
H -1.92 -0.06 1.19 0.4148
H -3.16 1.29 -1.12 0.2563
C -3.56 2.18 0.83 -0.2030
C -4.91 2.78 0.47 -0.6066
H -5.72 2.08 0.67 0.2090
H -5.09 3.67 1.07 0.2148
H -4.94 3.05 -0.58 0.2093
C -2.46 3.23 0.70 -0.6072
H -2.41 3.60 -0.33 0.2087
H -1.49 2.82 0.95 0.2198
H -2.66 4.07 1.35 0.2127
H -3.58 1.82 1.87 0.2016